No. 1
ORCA calculation (the ωB97M-V functional and the def2-TZVPD basis) on 2 unconnected molecules or ions with the total composition C6H8O4 in a non-equilibrium geometry.

Calculated values
lowest unoccupied orbital energy = -0.51 eV
energy above the lowest of the compared OMol25 structures with the same formula, charge and spin = 5.8151 eV
highest occupied orbital energy = -0.379 Ha
frontier orbital gap = 9.8 eV
E = -14536.171 eV
molecular weight = 144.13 g/mol

```
! wB97M-V def2-TZVPD RIJCOSX def2/J DEFGRID3
* xyz 0 1
C -0.92 2.04 -3.60
C -0.39 1.12 -1.42
C -0.07 -0.06 -0.76
C 0.16 0.07 0.63
C 0.43 -1.23 1.45
C 0.93 -2.02 3.50
H -1.71 2.68 -3.29
H -1.15 1.71 -4.41
H 0.12 2.64 -3.33
H -0.18 -1.10 -1.30
H 0.02 1.20 1.14
H 1.59 -2.97 3.19
H 1.30 -1.44 4.18
H -0.25 -2.54 4.22
O -0.57 0.86 -2.79
O -0.36 2.22 -1.06
O 0.43 -2.32 0.97
O 0.64 -0.86 2.67
*
```

No. 2
ORCA calculation (the ωB97M-V functional and the def2-TZVPD basis) on a molecular structure, C6H8O4 in a non-equilibrium geometry.

Calculated values
lowest unoccupied orbital energy = 0.02 eV
energy above the lowest of the compared OMol25 structures with the same formula, charge and spin = 3.1641 eV
highest occupied orbital energy = -0.357 Ha
frontier orbital gap = 9.7 eV
E = -14538.822 eV
molecular weight = 144.13 g/mol

```
! wB97M-V def2-TZVPD RIJCOSX def2/J DEFGRID3
* xyz 0 1
C 0.01 0.96 -2.32
C 1.88 -0.43 0.90
C -1.12 -0.65 -0.89
C -0.78 -0.50 0.98
C 0.66 0.44 0.79
C -1.44 -0.35 2.12
O -0.88 -1.60 0.11
O 0.12 -0.03 -1.29
O -2.11 -0.62 -1.60
O 0.60 1.62 0.98
H 1.00 1.07 -2.77
H -0.30 1.90 -1.87
H -0.70 0.64 -3.09
H 2.75 0.16 0.59
H 1.79 -1.30 0.24
H 2.00 -0.76 1.93
H -1.30 0.53 2.74
H -2.16 -1.09 2.45
*
```

No. 3
ORCA calculation (the ωB97M-V functional and the def2-TZVPD basis) on 2 unconnected molecules or ions with the total composition C6H8O4Si in a non-equilibrium geometry.

Calculated values
SMILES string = O=[Si](O)O.Oc1ccccc1
lowest unoccupied orbital energy = -0.37 eV
highest occupied orbital energy = -0.311 Ha
frontier orbital gap = 8.1 eV
E = -22421.744 eV
molecular weight = 172.21 g/mol

```
! wB97M-V def2-TZVPD RIJCOSX def2/J DEFGRID3
* xyz 0 1
O -2.39 2.45 -0.89
Si -1.87 2.91 -2.23
O -2.64 3.16 -3.62
O -0.38 3.44 -2.54
H -3.60 3.35 -3.55
H 0.41 2.94 -2.42
O 0.03 1.48 -0.03
C 0.14 0.17 0.14
C -0.80 -0.67 -0.40
C -0.66 -2.04 -0.14
C 0.30 -2.54 0.63
C 1.24 -1.64 1.15
C 1.21 -0.29 0.89
H -0.88 1.78 -0.10
H -1.64 -0.23 -0.89
H -1.44 -2.73 -0.42
H 0.49 -3.56 0.70
H 2.10 -2.08 1.66
H 1.71 0.46 1.39
*
```

No. 4
ORCA calculation (the ωB97M-V functional and the def2-TZVPD basis) on a single C6H8OS molecule in a non-equilibrium geometry.

Calculated values
SMILES string = O[C@@H]1[C@@H]2CC=C[C@H]1S2
lowest unoccupied orbital energy = 0.76 eV
energy above the lowest of the compared OMol25 structures with the same formula, charge and spin = 2.2820 eV
highest occupied orbital energy = -0.318 Ha
frontier orbital gap = 9.4 eV
E = -19231.982 eV
molecular weight = 128.20 g/mol

```
! wB97M-V def2-TZVPD RIJCOSX def2/J DEFGRID3
* xyz 0 1
O 0.45 -1.39 1.63
C 0.43 -0.08 1.19
C -0.89 0.43 0.59
C -1.40 -0.83 -0.29
C -0.28 -1.18 -1.29
C 0.94 -0.72 -1.12
C 1.20 0.40 -0.16
S -0.15 1.73 -0.40
H 0.24 -1.86 0.85
H 0.78 0.48 1.96
H -1.57 0.89 1.31
H -2.42 -0.59 -0.83
H -1.58 -1.54 0.61
H -0.52 -1.86 -2.11
H 1.59 -1.07 -1.81
H 2.25 0.85 -0.24
*
```

No. 5
ORCA calculation (the ωB97M-V functional and the def2-TZVPD basis) on a single C6H8OS molecule in a non-equilibrium geometry.

Calculated values
lowest unoccupied orbital energy (alpha / beta) = -0.27 / 0.29 eV
energy above the lowest of the compared OMol25 structures with the same formula, charge and spin = 5.4261 eV
highest occupied orbital energy (alpha / beta) = -0.273 / -0.278 Ha
frontier orbital gap (alpha / beta) = 7.2 / 7.9 eV
E = -19228.838 eV
molecular weight = 128.20 g/mol

```
! wB97M-V def2-TZVPD RIJCOSX def2/J DEFGRID3
* xyz 0 1
C -2.04 -0.70 0.07
C 1.14 -1.10 -0.11
C -2.81 -1.69 0.32
C 0.03 0.86 -1.06
C 1.31 0.33 -0.27
C 1.46 1.09 1.05
O 1.75 -2.12 -0.26
S -1.58 0.85 -0.07
H -4.00 -1.46 0.31
H -2.54 -2.75 0.30
H 0.35 1.88 -1.34
H 0.19 0.48 -2.07
H 2.21 0.47 -0.96
H 2.57 1.32 1.29
H 1.03 0.45 1.82
H 0.93 2.10 0.98
*
```

No. 6
ORCA calculation (the ωB97M-V functional and the def2-TZVPD basis) on a single C6H8OS2Si molecule in a non-equilibrium geometry.

Calculated values
<S²> = 2.04
lowest unoccupied orbital energy (alpha / beta) = 0.62 / -2.76 eV
highest occupied orbital energy (alpha / beta) = -0.245 / -0.300 Ha
frontier orbital gap (alpha / beta) = 7.3 / 5.4 eV
E = -37942.978 eV
molecular weight = 188.35 g/mol

```
! wB97M-V def2-TZVPD RIJCOSX def2/J DEFGRID3
* xyz 0 3
C 0.93 1.05 -2.47
C 0.12 0.16 -1.75
C 1.43 2.11 -1.82
C 0.27 0.10 -0.37
C -0.44 -0.78 0.57
C 0.90 2.23 -0.42
O 0.94 1.06 0.34
Si -1.46 -2.72 2.82
S -1.64 -1.73 -0.09
S -0.13 -0.98 2.34
H 1.18 0.79 -3.54
H -0.45 -0.61 -2.17
H 2.23 2.78 -2.12
H 1.47 2.91 0.26
H -0.16 2.52 -0.40
H -1.16 -3.04 4.36
H -2.79 -2.13 2.81
H -1.26 -3.72 1.66
*
```

No. 7
ORCA calculation (the ωB97M-V functional and the def2-TZVPD basis) on a single C6H8S molecule in a non-equilibrium geometry.

Calculated values
SMILES string = C/C=C/[C@H]1CC1=S
lowest unoccupied orbital energy = -0.23 eV
energy above the lowest of the compared OMol25 structures with the same formula, charge and spin = 2.6665 eV
highest occupied orbital energy = -0.308 Ha
frontier orbital gap = 8.2 eV
E = -17183.804 eV
molecular weight = 112.20 g/mol

```
! wB97M-V def2-TZVPD RIJCOSX def2/J DEFGRID3
* xyz 0 1
C -1.57 -1.54 0.14
C -0.36 -0.62 0.16
C -0.12 0.38 -0.59
C 1.25 1.12 -0.56
C 2.24 1.25 0.62
C 2.48 0.30 -0.43
S 3.43 -0.91 -0.88
H -1.08 -2.52 -0.11
H -2.28 -1.17 -0.67
H -2.12 -1.54 1.08
H 0.37 -1.04 0.90
H -0.74 0.67 -1.40
H 1.14 2.04 -1.27
H 2.74 2.19 0.60
H 1.96 0.97 1.58
*
```

No. 8
ORCA calculation (the ωB97M-V functional and the def2-TZVPD basis) on a single C6H8S molecule in a non-equilibrium geometry.

Calculated values
SMILES string = CC1=C(/C=C/S)C1
lowest unoccupied orbital energy = 0.61 eV
energy above the lowest of the compared OMol25 structures with the same formula, charge and spin = 3.6732 eV
highest occupied orbital energy = -0.287 Ha
frontier orbital gap = 8.4 eV
E = -17182.798 eV
molecular weight = 112.20 g/mol

```
! wB97M-V def2-TZVPD RIJCOSX def2/J DEFGRID3
* xyz 0 1
C -0.69 -1.61 -1.85
C -0.02 -0.42 -1.24
C 0.36 0.35 -0.25
C 0.22 0.67 1.12
C -0.54 0.32 2.19
S -0.26 0.93 3.85
C 0.93 0.69 -1.59
H 0.08 -2.33 -2.11
H -1.60 -1.39 -2.32
H -1.15 -2.17 -1.00
H 0.90 1.54 1.22
H -1.42 -0.25 2.12
H 0.69 1.69 3.48
H 1.96 0.41 -1.65
H 0.54 1.58 -1.98
*
```

No. 9
ORCA calculation (the ωB97M-V functional and the def2-TZVPD basis) on a single C6H8S2 molecule.

Calculated values
SMILES string = SC[C@H]1[C@H]2C=CS[C@H]21
lowest unoccupied orbital energy = 0.81 eV
energy above the lowest of the compared OMol25 structures with the same formula, charge and spin = 1.0147 eV
highest occupied orbital energy = -0.300 Ha
frontier orbital gap = 9.0 eV
E = -28021.028 eV
molecular weight = 144.26 g/mol

```
! wB97M-V def2-TZVPD RIJCOSX def2/J DEFGRID3
* xyz 0 1
S -1.92 -1.88 -0.15
C -0.93 -0.64 -1.06
C 0.54 -0.78 -0.82
C 1.52 0.39 -0.89
C 0.98 1.77 -0.85
C 0.39 2.11 0.30
S 0.39 0.85 1.53
C 1.22 -0.29 0.43
H -1.63 -1.43 1.08
H -1.28 0.36 -0.78
H -1.15 -0.82 -2.12
H 0.95 -1.72 -1.17
H 2.43 0.21 -1.42
H 1.08 2.45 -1.66
H -0.09 3.04 0.51
H 1.94 -0.94 0.92
*
```

No. 10
ORCA calculation (the ωB97M-V functional and the def2-TZVPD basis) on a single C6H8S2 molecule in a non-equilibrium geometry.

Calculated values
SMILES string = S=C[C@H]1C[C@@H]2S[C@@H]2C1
lowest unoccupied orbital energy = -0.17 eV
energy above the lowest of the compared OMol25 structures with the same formula, charge and spin = 1.1609 eV
highest occupied orbital energy = -0.324 Ha
frontier orbital gap = 8.6 eV
E = -28020.881 eV
molecular weight = 144.26 g/mol

```
! wB97M-V def2-TZVPD RIJCOSX def2/J DEFGRID3
* xyz 0 1
S 3.48 -0.34 -0.80
C 2.17 0.08 0.01
C 0.74 -0.05 -0.42
C 0.00 -1.20 0.39
C -1.47 -0.77 0.37
S -2.28 -0.43 -1.20
C -1.50 0.68 0.00
C -0.13 1.18 -0.22
H 2.16 0.59 0.99
H 0.74 -0.34 -1.50
H 0.07 -2.15 -0.11
H 0.28 -1.17 1.43
H -2.16 -1.12 1.09
H -2.22 1.39 0.28
H 0.23 1.68 0.67
H -0.12 1.95 -1.00
*
```

No. 11
ORCA calculation (the ωB97M-V functional and the def2-TZVPD basis) on a molecular structure, C6H8S2 in a non-equilibrium geometry.

Calculated values
lowest unoccupied orbital energy = 0.67 eV
energy above the lowest of the compared OMol25 structures with the same formula, charge and spin = 4.9716 eV
highest occupied orbital energy = -0.312 Ha
frontier orbital gap = 9.2 eV
E = -28017.071 eV
molecular weight = 144.26 g/mol

```
! wB97M-V def2-TZVPD RIJCOSX def2/J DEFGRID3
* xyz 0 1
C -2.10 1.54 -0.18
C -0.90 1.21 0.25
C -0.01 0.21 -0.48
C 1.50 0.51 -0.04
C 1.11 -1.86 0.26
C -0.13 -1.26 -0.27
H -2.64 1.61 -1.09
H -2.65 2.08 0.59
H -0.47 1.70 1.13
H 1.68 1.61 -0.52
H 1.49 0.55 1.14
H 1.30 -3.18 0.44
H 1.01 -1.51 1.53
H -1.16 -1.98 -0.05
S 2.31 -0.85 -0.70
S -0.36 -0.38 -2.00
*
```

No. 12
ORCA calculation (the ωB97M-V functional and the def2-TZVPD basis) on 2 unconnected molecules or ions with the total composition C6H8S3Si in a non-equilibrium geometry.

Calculated values
SMILES string = S=[Si](S)c1ccccc1.S
lowest unoccupied orbital energy = -0.57 eV
energy above the lowest of the compared OMol25 structures with the same formula, charge and spin = 0.4982 eV
highest occupied orbital energy = -0.328 Ha
frontier orbital gap = 8.4 eV
E = -46735.562 eV
molecular weight = 204.42 g/mol

```
! wB97M-V def2-TZVPD RIJCOSX def2/J DEFGRID3
* xyz 0 1
S 2.19 -3.35 -0.73
Si 0.44 -2.72 0.05
S -0.96 -3.86 1.27
C -0.13 -0.95 -0.18
C 0.73 -0.02 -0.71
C 0.23 1.25 -1.03
C -1.05 1.58 -0.75
C -1.96 0.56 -0.33
C -1.55 -0.69 -0.03
H 0.14 -4.46 1.90
H 1.87 -0.29 -0.79
H 0.82 2.02 -1.30
H -1.33 2.56 -0.92
H -3.00 0.75 -0.01
H -2.23 -1.42 0.39
S 2.52 3.00 0.87
H 1.85 2.32 1.80
H 1.44 3.71 0.49
*
```

No. 13
ORCA calculation (the ωB97M-V functional and the def2-TZVPD basis) on a single C6H9BO molecule in a non-equilibrium geometry.

Calculated values
SMILES string = CB(C)c1ccco1
lowest unoccupied orbital energy = 0.58 eV
energy above the lowest of the compared OMol25 structures with the same formula, charge and spin = 1.8771 eV
highest occupied orbital energy = -0.317 Ha
frontier orbital gap = 9.2 eV
E = -9090.349 eV
molecular weight = 107.95 g/mol

```
! wB97M-V def2-TZVPD RIJCOSX def2/J DEFGRID3
* xyz 0 1
C 0.90 1.54 -0.98
B 0.35 0.08 -0.63
C 0.72 -1.20 -1.46
C -0.55 -0.23 0.74
C -0.87 0.38 1.98
C -1.69 -0.48 2.72
C -1.87 -1.51 1.87
O -1.21 -1.41 0.75
H 0.46 2.29 -0.51
H 0.89 1.61 -2.05
H 1.96 1.53 -0.63
H 1.10 -1.02 -2.51
H -0.06 -1.87 -1.24
H 1.67 -1.74 -1.16
H -0.31 1.27 2.37
H -2.23 -0.23 3.69
H -2.58 -2.34 1.97
*
```

No. 14
ORCA calculation (the ωB97M-V functional and the def2-TZVPD basis) on a molecular structure, C6H9BeN3O12S3 in a non-equilibrium geometry.

Calculated values
lowest unoccupied orbital energy = 7.70 eV
highest occupied orbital energy = 0.180 Ha
frontier orbital gap = 2.8 eV
E = -68303.878 eV
molecular weight = 420.36 g/mol

```
! wB97M-V def2-TZVPD RIJCOSX def2/J DEFGRID3
* xyz -4 1
Be -0.52 0.56 0.38
S -1.34 -0.39 3.33
O -1.72 -1.65 4.03
O 0.09 -0.37 2.97
O -2.06 -0.21 2.02
O -1.57 0.73 4.25
S 3.00 1.40 0.99
O 3.53 2.47 0.10
O 1.68 0.90 0.53
O 3.97 0.30 1.07
O 2.81 2.03 2.32
S -1.34 3.37 0.92
O -1.46 2.49 -0.29
O -2.69 3.76 1.38
O -0.70 2.51 1.93
O -0.57 4.57 0.54
C -3.13 -0.50 -3.66
C -2.77 -0.52 -2.23
N -2.38 -0.54 -1.15
H -4.08 0.03 -3.74
H -3.18 -1.52 -4.03
H -2.33 0.01 -4.20
C 0.38 -4.50 1.48
C 0.34 -3.18 0.86
N 0.29 -2.15 0.36
H 1.27 -4.66 2.07
H 0.24 -5.28 0.73
H -0.54 -4.59 2.07
C 2.94 0.91 -2.62
C 1.51 0.58 -2.39
N 0.41 0.39 -2.16
H 3.46 0.00 -2.89
H 3.37 1.29 -1.69
H 3.08 1.75 -3.30
*
```